1.
Below is one molecule with the formula C8H14N2O in a non-equilibrium geometry, with properties calculated with ωB97M-V/def2-TZVPD.

Atoms and positions in Å:
C  -0.3935  1.5628  0.1403
C  0.3767  0.5546  0.0162
C  -1.6593  -0.7507  0.3055
C  2.7704  0.8271  0.1140
C  1.6950  -1.1834  -1.3440
C  1.5298  -1.1712  1.1175
C  -3.8639  0.2263  -0.1316
C  1.5952  -0.2538  -0.0571
N  -1.8691  1.5360  -0.0149
N  -2.3755  0.2784  0.0286
O  -1.7477  -1.9347  0.3264
H  -0.1224  2.6082  0.4641
H  2.9258  1.4973  -0.8104
H  2.7775  1.4725  0.9940
H  3.6699  0.1792  0.0663
H  1.6575  -0.5912  -2.3357
H  0.9313  -1.8483  -1.3862
H  2.6972  -1.7568  -1.4352
H  0.6340  -1.6251  0.9325
H  1.4519  -0.6069  2.0693
H  2.2514  -1.8918  1.1941
H  -4.5619  0.9466  0.3691
H  -3.9660  0.4783  -1.1828
H  -4.0401  -0.7775  -0.0259
H  -2.3643  2.2241  0.5859

Results
HOMO level (spin up / spin down)	-0.2677 / -0.2677	Ha
E_LUMO (spin up / spin down)	0.745 / 0.744	eV
ΔE to the lowest compared entry with this formula, charge and spin	5.684	eV
calculated total energy	-497.7688	a.u.
molecular weight	154.213	g mol⁻¹

2.
Below is one molecule with the formula C8H14N2O2 in a non-equilibrium geometry, with properties calculated with ωB97M-V/def2-TZVPD.

Atoms and positions in Å:
C  -2.5825  -1.8378  -1.8734
O  -1.2030  -1.2695  -1.5957
C  -1.1590  0.0306  -1.1842
O  -2.1985  0.6693  -1.0074
C  0.2109  0.6544  -0.9000
C  0.8799  0.7922  -2.2129
C  1.1553  -0.1568  0.1289
C  0.8194  0.5621  1.4859
C  -0.4258  -0.0002  2.2217
C  1.9230  0.4288  2.5522
N  0.4186  1.8837  1.0939
N  0.0528  1.9784  -0.1680
H  -2.6973  -1.7383  -2.9122
H  -2.5824  -2.8393  -1.7023
H  -3.4752  -1.5185  -1.3728
H  1.6709  1.5474  -2.2122
H  0.1133  1.1298  -2.8907
H  1.2297  -0.1386  -2.6527
H  1.0231  -1.2463  0.0584
H  2.1344  0.1573  -0.2645
H  -0.9271  -0.8017  1.6405
H  -1.2249  0.7624  2.2709
H  -0.1152  -0.2643  3.2655
H  2.8375  0.7918  2.0217
H  1.8956  1.0620  3.4703
H  2.2267  -0.6390  2.7389

Results
HOMO level	-0.3523	Ha
E_LUMO	0.619	eV
SMILES	COC(=O)[C@]1(C)CC(C)(C)N=N1
ΔE to the lowest compared entry with this formula, charge and spin	2.068	eV
calculated total energy	-573.1322	a.u.
molecular weight	170.212	g mol⁻¹

3.
Below is one molecule with the formula C8H14N2O4 in a non-equilibrium geometry, with properties calculated with ωB97M-V/def2-TZVPD.

Atoms and positions in Å:
O  3.7699  0.9852  0.7465
C  3.0611  1.5875  -0.0442
O  3.6925  2.4863  -0.8073
C  1.5439  1.1385  -0.0039
C  0.8014  2.4364  -0.1094
O  0.7496  2.9395  1.2953
N  1.1584  0.2240  1.1200
C  0.6140  -1.0904  0.9600
O  0.9416  -1.8560  1.8154
C  -0.3978  -1.3702  -0.1941
C  -1.6121  -0.4153  -0.4712
C  -2.7899  -1.4165  -1.0909
C  -2.4479  -2.3838  0.1591
N  -1.0371  -2.6505  0.0471
H  2.9988  2.9975  -1.2490
H  1.6027  0.7531  -1.0619
H  -0.3246  2.2777  -0.6062
H  1.2301  3.0218  -0.9204
H  0.0613  2.0820  1.7799
H  1.9419  0.2514  1.8530
H  0.0984  -1.4807  -1.2401
H  -1.7839  0.2409  0.4913
H  -1.2603  0.2575  -1.2236
H  -2.4617  -1.6709  -2.1745
H  -3.7512  -1.0023  -1.0630
H  -2.8796  -3.2996  0.1561
H  -2.9253  -1.9293  1.0978
H  -0.5945  -3.1140  0.7382

Results
HOMO level	-0.3313	Ha
E_LUMO	0.274	eV
SMILES	O=C(O)[C@H](CO)NC(=O)[C@@H]1CCCN1
ΔE to the lowest compared entry with this formula, charge and spin	5.118	eV
calculated total energy	-723.5637	a.u.
molecular weight	202.210	g mol⁻¹

4.
Below is a 2-piece molecular cluster, C8H14N2O4S overall in a non-equilibrium geometry, with properties calculated with ωB97M-V/def2-TZVPD.

Atoms and positions in Å:
C  1.5291  -1.5823  1.0811
C  2.1370  -0.3609  1.4234
C  0.7526  -1.6413  -0.0883
C  0.6992  -0.5322  -0.9862
C  1.3583  0.7166  -0.3972
C  -0.6083  -2.8094  -1.4742
C  1.8677  2.8906  -0.3970
C  -0.8383  1.3284  0.9842
N  1.9796  0.7642  0.7324
N  -3.5467  0.6229  1.0806
O  -2.0270  0.1726  -0.9077
O  -1.7320  -1.1855  1.0929
O  0.2092  -2.8106  -0.3422
O  1.3601  1.7986  -1.1681
S  -1.9811  0.1588  0.5742
H  1.6542  -2.3349  1.7231
H  2.7680  -0.0994  2.3412
H  1.1347  -0.5446  -2.0752
H  -0.4800  -0.4238  -1.2563
H  -1.3847  -2.0784  -1.2651
H  -1.2824  -3.6006  -1.5787
H  -0.0856  -2.7916  -2.3418
H  1.1618  3.3625  0.1716
H  2.0724  3.5813  -1.1090
H  2.8024  2.6819  0.2292
H  -1.1303  2.3133  0.5137
H  -0.5200  1.1803  2.0626
H  -3.7354  1.4169  0.4608
H  -4.1346  -0.1934  0.9160

Results
HOMO level (spin up / spin down)	-0.2694 / -0.2695	Ha
E_LUMO (spin up / spin down)	-0.768 / -0.768	eV
ΔE to the lowest compared entry with this formula, charge and spin	3.324	eV
calculated total energy	-1121.6814	a.u.
molecular weight	234.277	g mol⁻¹

5.
Below is one molecule with the formula C8H14N2O5 in a non-equilibrium geometry, with properties calculated with ωB97M-V/def2-TZVPD.

Atoms and positions in Å:
C  2.2835  -0.4144  2.7596
C  0.7976  -0.4560  2.4024
N  -0.0422  -1.7294  2.2431
C  0.4557  0.3274  1.0654
O  1.1607  1.1785  0.3883
N  -0.8054  0.0345  0.5166
C  -1.0396  0.5630  -0.7647
C  -1.1953  -0.4304  -1.7217
C  -0.0652  -1.5019  -2.0748
C  1.3159  -1.2365  -1.4785
O  1.6835  -1.8833  -0.4840
O  1.9082  -0.0451  -1.8358
C  -2.1779  1.6281  -0.5858
O  -3.1825  1.5888  -1.2566
O  -1.6181  2.6983  0.2861
H  2.2960  -0.8446  3.8927
H  2.8112  -1.0088  1.9913
H  2.7928  0.5090  2.7909
H  0.2175  0.1873  3.1656
H  -0.1571  -2.2696  3.0596
H  0.6621  -2.2490  1.5831
H  -0.9668  -0.9929  0.8605
H  0.0276  0.9544  -1.0421
H  -2.1705  -1.1017  -1.7140
H  -1.4639  0.1028  -2.7167
H  -0.1761  -2.4869  -1.5583
H  -0.0077  -1.7023  -3.2300
H  2.5783  0.1772  -1.1720
H  -2.3722  3.4157  0.3756

Results
HOMO level	-0.3469	Ha
E_LUMO	0.687	eV
SMILES	C[C@H](N)C(=O)N[C@@H](CCC(=O)O)C(=O)O
ΔE to the lowest compared entry with this formula, charge and spin	3.918	eV
calculated total energy	-798.8818	a.u.
molecular weight	218.209	g mol⁻¹

6.
Below is one molecule with the formula C8H14N2O5S in a non-equilibrium geometry, with properties calculated with ωB97M-V/def2-TZVPD.

Atoms and positions in Å:
N  1.9539  0.3327  2.0463
C  2.7003  0.3764  0.7495
C  3.8424  -0.5978  0.3890
S  4.8919  -0.2593  -0.9964
C  1.5089  0.3340  -0.3005
O  1.6630  -0.0102  -1.4690
N  0.1179  0.3296  0.2944
C  -0.8744  0.8203  -0.8126
C  -1.7086  -0.4880  -1.1929
C  -2.2080  -1.1381  0.1144
C  -3.7847  -0.9245  0.2349
O  -4.3733  -0.4812  1.1899
O  -4.4882  -1.6902  -0.7771
C  -1.6920  1.9341  -0.4563
O  -1.7038  2.5135  0.6928
O  -2.6561  2.1904  -1.3839
H  2.6607  0.3206  2.7717
H  1.8397  -0.7139  2.2356
H  2.9404  1.4600  0.7622
H  3.2196  -1.5189  0.2213
H  4.4968  -0.6100  1.2879
H  6.1363  0.1134  -0.3152
H  0.0060  0.6996  1.2491
H  -0.2594  1.2213  -1.6918
H  -2.2657  -0.0693  -1.9552
H  -0.9717  -1.2002  -1.7344
H  -1.9564  -2.2916  -0.0308
H  -1.5779  -0.6855  0.9968
H  -4.1274  -2.6957  -1.1344
H  -3.3302  2.7284  -0.9854

Results
HOMO level	-0.3423	Ha
E_LUMO	0.152	eV
SMILES	N[C@@H](CS)C(=O)N[C@@H](CCC(=O)O)C(=O)O
ΔE to the lowest compared entry with this formula, charge and spin	4.872	eV
calculated total energy	-1197.0345	a.u.
molecular weight	250.276	g mol⁻¹

7.
Below is an isolated ion of composition C8H14N3OS and charge +1 in a non-equilibrium geometry, with properties calculated with ωB97M-V/def2-TZVPD.

Atoms and positions in Å:
C  -0.4226  0.7511  0.4042
C  0.3907  1.6347  -0.2316
C  -1.1381  -1.3469  -0.3813
C  0.2465  0.4079  -2.5089
C  -1.6132  1.1674  1.2158
C  0.2421  3.1369  0.2140
C  1.0283  -2.3574  1.6854
C  1.1338  -1.1760  0.6714
N  0.4056  -1.8953  -2.7218
N  0.2856  -0.7610  -2.7780
N  -0.1556  -0.6036  0.2198
O  -0.9283  -2.4749  -0.8124
S  1.5469  1.1413  -1.4528
H  -2.0740  -0.9727  -0.5458
H  -0.4785  0.9772  -2.9124
H  -2.1252  0.3186  1.3868
H  -2.1947  1.8948  0.7938
H  -1.1991  1.7672  2.1324
H  0.2930  3.2815  1.3377
H  -0.4970  3.6139  -0.3081
H  1.0846  3.5806  -0.1902
H  1.9595  -2.3648  2.0520
H  0.4661  -2.0549  2.4571
H  0.6388  -3.1934  1.1971
H  1.6257  -1.5447  -0.1327
H  1.5844  -0.4198  1.1154
H  -0.1054  -2.5078  -1.9071

Results
HOMO level	-0.4732	Ha
E_LUMO	-5.128	eV
net charge	+1
ΔE to the lowest compared entry with this formula, charge and spin	4.648	eV
calculated total energy	-950.4810	a.u.
molecular weight	200.287	g mol⁻¹

8.
Below is C8H14N4O5 as an isolated structure in a non-equilibrium geometry, with properties calculated with ωB97M-V/def2-TZVPD.

Atoms and positions in Å:
C  -1.7350  0.6662  -0.6960
C  -0.7550  1.9632  -0.6557
C  -1.8634  0.1176  0.7447
C  -3.0417  -0.8946  0.5555
C  1.3636  0.4204  0.1033
C  1.7143  0.5519  1.5310
C  2.6037  0.2133  -0.7986
C  3.1556  -1.3217  -0.7436
H  -1.3431  0.1179  -2.6090
H  -1.7683  -1.1741  -1.5981
H  -2.7724  1.1030  -1.0150
H  -2.2388  0.9336  1.3322
H  -1.0164  -0.3274  1.1843
H  -3.4675  -1.1378  2.8564
H  -4.6282  -1.8305  1.5710
H  1.0322  2.6095  -0.8328
H  0.5711  -0.4098  -0.1664
H  2.3370  0.6327  -1.7534
H  3.3441  0.8814  -0.2492
H  1.4031  -1.4291  -1.4977
H  2.2704  -3.0630  -1.0056
H  2.9347  1.7411  2.5698
N  -1.1555  -0.3467  -1.5756
N  -3.3895  -1.5718  1.7629
N  0.6399  1.6165  -0.4986
N  2.2993  -2.0480  -1.3690
O  -1.0893  3.1070  -0.8726
O  -3.4907  -1.1607  -0.5843
O  1.2612  0.0366  2.6010
O  4.1238  -1.5720  0.0987
O  2.7010  1.5754  1.6106

Results
HOMO level	-0.3506	Ha
E_LUMO	0.208	eV
ΔE to the lowest compared entry with this formula, charge and spin	6.270	eV
calculated total energy	-908.3552	a.u.
molecular weight	246.223	g mol⁻¹

9.
Below is a 2-piece molecular cluster, C8H14NO overall in a non-equilibrium geometry, with properties calculated with ωB97M-V/def2-TZVPD.

Atoms and positions in Å:
C  2.6618  -1.1822  0.1764
C  -1.5405  -1.0467  -0.5327
C  -0.6482  -0.8646  -1.6013
C  -1.1322  -1.5982  0.6681
C  0.6979  -0.8392  -1.3087
C  0.2590  -1.7478  0.8318
C  1.2040  -1.2196  -0.0307
O  -2.7368  -0.4324  -0.8129
H  -3.5626  -0.8888  -0.6047
H  -1.0084  -0.8633  -2.6318
H  -1.8406  -1.8947  1.4197
H  1.4064  -0.4810  -2.0557
H  0.7358  -2.1605  1.7377
H  3.2793  -0.5140  -0.4520
H  3.1902  -2.1052  -0.0106
H  2.8901  -0.8029  1.1714
C  0.2580  2.5425  0.4955
N  -1.2080  2.1235  0.4643
H  -1.4270  1.5359  -0.3614
H  -1.5447  1.5933  1.2774
H  -1.7506  2.9875  0.5735
H  0.3081  3.5441  0.9309
H  0.7362  2.4800  -0.4790
H  0.7728  1.8343  1.1351

Results
HOMO level	-0.4408	Ha
E_LUMO	-3.433	eV
net charge	+1
ΔE to the lowest compared entry with this formula, charge and spin	0.916	eV
calculated total energy	-442.9532	a.u.
molecular weight	140.206	g mol⁻¹